DFT (wB97M-V/def2-TZVPD) results for C5H4N2 as an isolated structure.

Computed properties:
- HOMO (spin up / spin down) (eV) = -9.49 / -9.49
- Kohn-Sham gap (spin up / spin down) (eV) = 8.2761 / 8.2729
- energy relative to the best compared isomer or geometry (same formula, charge and spin) (kcal per mole) = 126.3
- LUMO (spin up / spin down) (eV) = -1.21 / -1.22

Positions of all 11 atoms, in Å:
C  2.9374  0.0024  0.0977
C  1.5323  0.1538  0.0998
C  0.5727  1.1040  0.1465
C  -0.5223  -0.0038  0.3220
C  -1.9296  -0.0420  -0.2776
N  4.0498  -0.1091  -0.0722
N  0.4970  -0.7653  -0.2528
H  -0.4446  -0.1454  1.3502
H  -1.9412  -0.5825  -1.2817
H  -2.2723  0.9619  -0.6056
H  -2.4792  -0.5739  0.4738

***

DFT (wB97M-V/def2-TZVPD) results for C23H26N4O4 in the gas phase.

Computed properties:
- HOMO (eV) = -7.89
- Kohn-Sham gap (eV) = 8.6915
- energy relative to the best compared isomer or geometry (same formula, charge and spin) (kcal per mole) = 59.3
- LUMO (eV) = 0.80
- SMILES string = CCOc1ccc(CNC(=O)CCCn2nc(CC)n3c(cc4occc43)c2=O)cc1

Positions of all 57 atoms, in Å:
C  -7.4923  -0.4535  1.6989
C  -6.0531  -0.0131  1.4818
O  -5.7267  -0.2648  0.1299
C  -4.4757  0.0355  -0.3122
C  -4.2180  -0.2552  -1.6532
C  -2.9835  0.0145  -2.2018
C  -1.9670  0.5737  -1.4339
C  -0.6218  0.8439  -2.0504
N  0.0375  1.9862  -1.4571
C  1.3624  2.0268  -1.2198
O  2.1149  1.1284  -1.5475
C  1.8231  3.3236  -0.5631
C  3.1577  3.1717  0.1650
C  3.0114  2.4311  1.4969
N  2.6478  1.0473  1.2788
N  3.6595  0.2874  0.8208
C  3.4500  -0.8932  0.3911
C  4.5672  -1.7279  -0.1442
C  5.8999  -0.9946  -0.1125
N  2.1866  -1.4434  0.4141
C  1.1089  -0.7078  0.9125
C  -0.0572  -1.4525  0.8449
C  0.3268  -2.6745  0.2804
O  -0.2005  -3.8577  -0.0870
C  0.8368  -4.5812  -0.5785
C  2.0244  -3.9114  -0.5428
C  1.7050  -2.6521  0.0203
C  1.3309  0.6587  1.3353
O  0.4541  1.4235  1.7158
C  -2.2251  0.8597  -0.1015
C  -3.4651  0.5976  0.4589
H  -8.1534  0.1025  1.0399
H  -7.7824  -0.2753  2.7305
H  -7.5930  -1.5122  1.4765
H  -5.3806  -0.5762  2.1440
H  -5.9469  1.0583  1.7031
H  -5.0078  -0.6916  -2.2439
H  -2.8020  -0.2162  -3.2418
H  0.0465  -0.0142  -1.9097
H  -0.7364  1.0005  -3.1316
H  -0.5546  2.7371  -1.1405
H  1.9272  4.0630  -1.3621
H  1.0547  3.6704  0.1295
H  3.5835  4.1569  0.3603
H  3.8449  2.6087  -0.4696
H  2.2267  2.8796  2.1096
H  3.9620  2.4430  2.0341
H  4.3147  -2.0020  -1.1723
H  4.6250  -2.6511  0.4411
H  6.1571  -0.7223  0.9067
H  6.6851  -1.6262  -0.5203
H  5.8341  -0.0847  -0.7004
H  -1.0290  -1.1344  1.1573
H  0.6064  -5.5682  -0.9282
H  2.9713  -4.2814  -0.8768
H  -1.4495  1.2754  0.5252
H  -3.6226  0.8337  1.4996

***

DFT (wB97M-V/def2-TZVPD) results for C5H8FN3O in the gas phase.

Computed properties:
- HOMO (spin up / spin down) (eV) = -6.82 / -7.03
- Kohn-Sham gap (spin up / spin down) (eV) = 6.9251 / 7.1986
- energy relative to the best compared isomer or geometry (same formula, charge and spin) (kcal per mole) = 68.0
- LUMO (spin up / spin down) (eV) = 0.10 / 0.17

Positions of all 18 atoms, in Å:
C  2.7598  1.0138  -0.0404
C  1.3862  1.0661  -0.6949
C  0.3925  0.2134  -0.0380
C  -2.7806  -0.1669  0.5644
C  -1.7262  -0.9622  -0.1513
N  3.3947  -0.0545  0.3173
N  1.8349  -1.6644  -0.0284
N  2.8896  -1.1700  -0.0302
O  -0.6416  -0.2518  -0.7763
F  0.0631  0.4000  1.2615
H  3.1077  1.9875  0.1781
H  0.9028  2.0192  -0.7450
H  1.3893  0.6460  -1.7016
H  -2.9015  0.7234  0.0239
H  -3.7631  -0.7110  0.5574
H  -2.6518  0.1020  1.6038
H  -2.3048  -1.5576  -0.9562
H  -1.3511  -1.6332  0.6559

***

DFT (wB97M-V/def2-TZVPD) results for CH4N2P2 in the gas phase.

Computed properties:
- HOMO (spin up / spin down) (eV) = -8.88 / -8.88
- Kohn-Sham gap (spin up / spin down) (eV) = 8.0674 / 8.0687
- energy relative to the best compared isomer or geometry (same formula, charge and spin) (kcal per mole) = 76.1
- LUMO (spin up / spin down) (eV) = -0.81 / -0.81

Positions of all 9 atoms, in Å:
C  0.0886  -1.3194  -1.5841
N  -1.4546  0.2102  0.9236
N  2.0193  0.2069  -0.6399
P  -0.8857  -0.2287  -0.5637
P  1.6681  -0.8771  -1.9193
H  -2.4776  0.5156  0.9023
H  2.4811  1.0914  -0.8206
H  2.2817  -0.1857  0.3266
H  -1.8936  -0.0041  -1.4410

***

DFT (wB97M-V/def2-TZVPD) results for C36H54BrCaCl3F2KN6O6P as an isolated structure.

Computed properties:
- HOMO (eV) = -4.96
- Kohn-Sham gap (eV) = 1.9397
- LUMO (eV) = -3.02

Positions of all 111 atoms, in Å:
C  -0.7628  -2.1026  2.7556
O  0.4656  -1.6158  2.1868
C  0.2341  -0.7681  1.0505
C  0.5366  -1.4450  -0.3403
C  -0.3273  -0.8916  -1.5398
C  -0.4596  0.6805  -1.5806
C  -1.8757  1.0205  -2.2634
C  -2.8512  1.7655  -1.2707
C  -3.7177  0.8328  -0.3773
C  -5.0269  1.0942  0.2449
N  -5.4405  -0.0527  0.9484
C  -6.6746  -0.2718  1.7349
C  -6.9449  -1.7939  2.0432
C  -7.4399  -2.6027  0.7521
O  -7.3392  -3.9996  0.9582
C  -6.2684  -4.6012  0.2087
C  -4.4871  -1.0388  0.8620
N  -3.5066  -0.4617  0.0928
H  -1.0449  -1.5870  3.7133
H  -1.6319  -1.9795  2.0507
H  -0.6214  -3.2095  2.9142
H  0.9691  0.0889  1.1571
H  -0.7829  -0.2701  1.0771
H  1.6460  -1.4376  -0.5251
H  0.2671  -2.5405  -0.2247
H  -1.3036  -1.4471  -1.5666
H  0.2108  -1.1915  -2.4889
H  0.3049  1.1815  -2.2330
H  -0.4941  1.1756  -0.5774
H  -2.3655  0.0814  -2.6582
H  -1.7119  1.7059  -3.1412
H  -3.5173  2.4619  -1.8511
H  -2.2268  2.4155  -0.5980
H  -5.5832  2.0756  0.1457
H  -6.5641  0.2540  2.7293
H  -7.5951  0.1282  1.2179
H  -6.1056  -2.3158  2.5734
H  -7.8227  -1.8131  2.7551
H  -6.9760  -2.2196  -0.1959
H  -8.5442  -2.3707  0.6650
H  -5.5181  -5.1418  0.8733
H  -6.7123  -5.3932  -0.4572
H  -5.7053  -3.9007  -0.4569
H  -4.4507  -2.0649  1.2768
H  -2.6849  -1.0408  -0.0776
C  -7.8863  3.4313  -1.7505
Cl  -6.3713  2.8080  -2.4406
Cl  -9.2744  2.4355  -2.2520
Cl  -7.7859  3.4914  0.0256
H  -8.0320  4.4464  -2.1155
C  4.2157  1.7789  -5.7562
C  3.8032  2.5623  -4.5150
C  2.8299  1.7873  -3.6233
C  1.5859  1.4771  -4.3765
N  0.6257  1.2391  -4.9627
H  3.3603  1.5647  -6.3989
H  4.9304  2.3537  -6.3488
H  4.6854  0.8306  -5.4834
H  3.3490  3.5071  -4.8248
H  4.6965  2.8109  -3.9358
H  2.5723  2.3797  -2.7424
H  3.2824  0.8527  -3.2831
F  -6.8324  -3.8330  -2.2722
N  3.6238  -0.7778  -8.0063
C  2.3237  -1.0428  -8.1809
C  1.7334  -1.2269  -9.4213
C  2.5327  -1.1277  -10.5484
C  3.8822  -0.8519  -10.3944
C  4.3747  -0.6883  -9.1097
H  1.7382  -1.1075  -7.2697
H  0.6760  -1.4418  -9.5019
H  2.1088  -1.2638  -11.5365
H  4.5374  -0.7662  -11.2516
H  5.4249  -0.4744  -8.9384
O  -1.7206  7.1156  -0.2711
P  -1.7136  5.8185  -1.0868
O  -2.9893  4.9931  -0.7586
O  -0.4709  4.9954  -0.7611
O  -1.7322  6.1696  -2.6275
K  -4.2091  4.2279  0.7830
C  4.1729  3.6378  3.6542
N  4.4403  2.3458  4.3200
C  3.5116  1.3759  4.2612
C  3.7426  0.1466  4.8356
C  4.9483  -0.1102  5.4819
C  5.8796  0.9256  5.5426
C  5.6067  2.1408  4.9595
C  5.2544  -1.4292  6.0630
C  6.3690  -2.1527  5.6465
C  6.6742  -3.3646  6.2333
N  5.9040  -3.8589  7.2145
C  4.8029  -3.1953  7.6249
C  4.4596  -1.9847  7.0627
C  6.2634  -5.1308  7.8714
H  3.2512  4.0476  4.0639
H  4.0747  3.4483  2.5859
H  4.9972  4.3229  3.8352
H  2.5909  1.6007  3.7379
H  2.9786  -0.6176  4.7534
H  6.8268  0.7925  6.0501
H  6.3149  2.9575  4.9900
H  7.0119  -1.7799  4.8574
H  7.5376  -3.9422  5.9304
H  4.2191  -3.6473  8.4161
H  3.5818  -1.4628  7.4284
H  5.4223  -5.8148  7.7722
H  6.4720  -4.9163  8.9189
H  7.1453  -5.5547  7.3973
Ca  -3.7579  6.7918  -3.3093
F  4.2413  0.4914  7.7792
Br  -10.3610  0.0691  -2.6039

***

DFT (wB97M-V/def2-TZVPD) results for C30H29BrN3O2PPd as an isolated structure.

Computed properties:
- HOMO (eV) = -14.48
- Kohn-Sham gap (eV) = 8.5731
- energy relative to the best compared isomer or geometry (same formula, charge and spin) (kcal per mole) = 0.0
- LUMO (eV) = -5.91
- charge = +2

Positions of all 67 atoms, in Å:
Pd  0.1663  0.3664  -0.7234
O  6.8022  0.4843  1.0986
C  6.4750  0.8783  -0.2106
C  4.9890  0.7631  -0.3895
C  4.3818  1.1475  -1.5795
C  3.0165  1.0218  -1.7077
N  2.2436  0.5401  -0.7285
C  2.8185  0.1611  0.4289
C  4.1840  0.2617  0.6246
C  1.8989  -0.4052  1.4431
C  2.3325  -0.8481  2.6767
C  1.4402  -1.4491  3.5569
C  1.8962  -1.8830  4.9291
O  3.2964  -1.9411  5.0395
C  0.1274  -1.6112  3.1381
C  -0.2519  -1.1255  1.9047
N  0.5983  -0.5084  1.0777
H  7.7527  0.5550  1.2323
H  6.9598  0.2422  -0.9611
H  6.7713  1.9134  -0.4147
H  4.9612  1.5410  -2.4042
H  2.5178  1.3119  -2.6217
H  4.6479  -0.0414  1.5498
H  3.3642  -0.7461  2.9775
H  1.4124  -2.8244  5.2006
H  1.5474  -1.1304  5.6425
H  3.6017  -2.8431  4.9014
H  -0.6090  -2.1047  3.7586
H  -1.2717  -1.2358  1.5674
C  -2.9513  1.5408  -1.6458
P  -2.1287  0.3145  -0.5926
C  -2.7716  -1.2913  -1.0789
C  -1.9179  -2.3941  -1.0895
C  -2.3925  -3.6404  -1.4714
C  -3.7200  -3.7888  -1.8455
C  -4.5764  -2.6942  -1.8379
C  -4.1075  -1.4483  -1.4565
C  -2.6794  0.7240  1.0795
C  -2.0758  1.8089  1.7160
C  -2.4842  2.1871  2.9841
C  -3.4906  1.4766  3.6269
C  -4.0870  0.3908  3.0018
C  -3.6857  0.0119  1.7282
H  -4.0181  1.5347  -1.4235
H  -2.7966  1.3184  -2.7009
H  -2.5639  2.5335  -1.4174
H  -0.8787  -2.2827  -0.7956
H  -1.7266  -4.4927  -1.4785
H  -4.0904  -4.7598  -2.1452
H  -5.6104  -2.8113  -2.1325
H  -4.7869  -0.6043  -1.4608
H  -1.2785  2.3576  1.2242
H  -2.0190  3.0329  3.4722
H  -3.8100  1.7711  4.6175
H  -4.8691  -0.1621  3.5044
H  -4.1504  -0.8429  1.2537
Br  -0.6054  -0.1902  -6.3803
C  -0.3658  0.9505  -4.9176
C  -0.3144  2.3277  -5.0746
C  -0.1348  3.1186  -3.9503
C  -0.0135  2.5180  -2.7131
N  -0.0674  1.1841  -2.5721
C  -0.2412  0.4083  -3.6484
H  -0.4114  2.7697  -6.0571
H  -0.0885  4.1954  -4.0307
H  0.1360  3.0982  -1.8126
H  -0.2967  -0.6605  -3.4864

***

DFT (wB97M-V/def2-TZVPD) results for a 9-piece molecular cluster, C41H94Br3N6O6 overall.

Computed properties:
- HOMO (eV) = -12.57
- Kohn-Sham gap (eV) = 3.0244
- LUMO (eV) = -9.55
- charge = +3

Positions of all 150 atoms, in Å:
C  9.3805  16.8414  15.2007
C  9.6526  17.5795  13.8826
C  11.1555  17.9503  13.9835
C  11.6916  18.4561  12.6407
C  11.5634  17.3376  11.6048
C  10.1028  16.8868  11.3232
N  9.3861  16.6317  12.6867
O  8.0756  16.1350  12.6482
C  10.1337  15.4182  10.5711
C  9.2590  17.9359  10.5159
C  8.8264  18.9374  13.9459
H  8.3514  16.4981  15.0954
H  9.5174  17.3763  16.1404
H  10.0522  15.9833  15.2267
H  11.8669  17.1803  14.2817
H  11.2368  18.6969  14.7736
H  12.7699  18.5982  12.7120
H  11.2721  19.4150  12.3360
H  11.9405  16.3911  11.9922
H  12.1089  17.5193  10.6788
H  10.6348  14.6784  11.1953
H  10.6353  15.3948  9.6036
H  9.1645  14.9438  10.4177
H  9.3448  18.9932  10.7667
H  8.2146  17.8756  10.8223
H  9.2305  17.7936  9.4357
H  9.0360  19.4530  14.8831
H  7.7479  18.7804  13.9633
H  9.0603  19.4799  13.0299
C  22.5215  9.3418  13.3896
C  21.3309  10.0945  12.6926
C  20.3682  9.0340  12.0957
C  18.9029  9.5139  11.7675
C  18.4701  10.6951  12.7605
C  19.1860  10.7245  14.1426
N  20.7327  10.8184  13.8727
O  21.4400  11.9034  14.2534
C  18.7632  9.4602  14.9113
C  18.6556  11.9150  15.0145
C  21.8562  11.0642  11.6164
H  23.2438  9.9794  13.8992
H  23.2122  8.8502  12.7046
H  22.1651  8.4992  13.9820
H  20.3780  8.1151  12.6820
H  20.8035  8.6329  11.1804
H  18.2064  8.6757  11.7482
H  18.9093  9.8171  10.7205
H  17.3817  10.6804  12.8184
H  18.7117  11.6185  12.2342
H  19.1619  9.4366  15.9254
H  19.0318  8.4734  14.5340
H  17.6989  9.4015  15.1394
H  18.9150  12.7949  14.4258
H  19.1400  12.0356  15.9834
H  17.5874  12.0456  15.1877
H  22.3888  10.4488  10.8912
H  22.5835  11.8330  11.8774
H  21.0731  11.5095  11.0029
C  21.2834  17.1746  7.9301
C  20.3114  18.1017  8.7172
C  18.8712  17.7177  8.2999
C  17.8197  18.3702  9.0931
C  17.9140  17.9872  10.5863
C  19.2944  18.3707  11.1669
N  20.3464  17.7986  10.2264
O  21.6135  17.5622  10.8549
C  19.4770  17.7241  12.5356
C  19.3822  19.9477  11.3432
C  20.6898  19.5411  8.3453
H  21.2897  16.1327  8.2503
H  22.3199  17.5057  7.9954
H  21.1841  17.1779  6.8447
H  18.6982  16.6570  8.4818
H  18.8054  17.9047  7.2281
H  16.8387  18.0405  8.7509
H  17.8800  19.4549  9.0049
H  17.8322  16.9007  10.6155
H  17.2167  18.4570  11.2800
H  18.7642  18.0225  13.3044
H  20.4385  17.9791  12.9814
H  19.5019  16.6344  12.5324
H  18.6812  20.1750  12.1463
H  19.0437  20.5301  10.4862
H  20.3875  20.1881  11.6889
H  21.6661  19.8059  8.7512
H  20.0748  20.3946  8.6307
H  20.8165  19.4841  7.2642
C  18.7275  19.5869  17.4688
N  17.6558  19.1849  18.4344
C  17.3527  20.4206  19.3161
C  16.4081  18.6750  17.7547
C  18.2297  17.9385  19.2191
C  19.7132  18.1513  19.7242
O  20.6626  17.8974  18.7102
H  19.5412  20.0961  17.9851
H  18.2958  20.3347  16.8037
H  19.0695  18.6590  17.0103
H  17.2773  21.2151  18.5737
H  18.2305  20.6721  19.9114
H  16.4300  20.1964  19.8513
H  16.2270  19.3276  16.9007
H  15.5495  18.8273  18.4087
H  16.4484  17.6491  17.3884
H  18.1243  17.1370  18.4879
H  17.6244  17.7139  20.0973
H  19.7537  17.4228  20.5340
H  19.8135  19.1724  20.0923
H  20.5348  17.0071  18.3747
C  16.8151  15.4811  15.5109
N  15.4093  15.0140  15.0528
C  15.4425  13.5443  15.2041
C  14.3901  15.6929  16.0203
C  15.0422  15.2846  13.5785
C  16.1801  15.3347  12.5009
O  16.9006  14.1376  12.2901
H  17.4712  14.8988  14.8640
H  17.0994  15.1003  16.4918
H  16.8650  16.5650  15.4073
H  15.6160  13.2958  16.2511
H  16.1929  13.1312  14.5300
H  14.5420  13.0528  14.8360
H  13.4569  15.1379  16.1164
H  14.2089  16.6683  15.5687
H  14.8219  15.8643  17.0063
H  14.5776  16.2690  13.5211
H  14.2564  14.5594  13.3675
H  16.8100  16.1918  12.7391
H  15.8092  15.7526  11.5651
H  17.4846  14.1014  11.5290
C  13.1813  7.7055  12.6550
C  13.9298  8.7603  13.4688
C  14.7274  9.8043  12.6831
O  13.8360  10.4609  11.8207
C  14.1828  11.8002  11.3553
N  12.8926  9.5687  14.3043
H  12.5093  10.3081  13.7329
H  12.1765  8.9603  14.6745
H  13.2872  9.9992  15.1284
H  13.9598  7.2052  12.0789
H  12.6429  8.1653  11.8262
H  12.6079  7.0717  13.3313
H  14.5283  8.2862  14.2467
H  15.5227  9.3390  12.1007
H  15.1569  10.5245  13.3794
H  14.4568  12.4643  12.1750
H  13.3930  12.2982  10.7928
H  14.9985  11.7980  10.6323
Br  15.8057  15.2844  19.6137
Br  11.6721  13.2700  13.5522
Br  19.8958  14.3967  10.4972

***

| no. | electronic energy (eV) | strongest force on any atom (eV/A) |
| --- | --- | --- |
| 1 | -8224.0147 | 3.42 |
| 2 | -38423.3622 | 1.65 |
| 3 | -14544.1581 | 4.69 |
| 4 | -22655.2085 | 2.92 |
| 5 | -216521.8283 | 4.42 |
| 6 | -122945.9103 | 0.23 |
| 7 | -275357.3480 | 9.27 |